Computed, not measured: C16H15NO3S in the gas phase, with ωB97M-V with the def2-TZVPD basis set.

Cartesian coordinates (Å):
C: -6.25 -1.06 0.60
C: -4.91 -0.52 0.18
C: -4.39 0.64 0.74
C: -3.17 1.14 0.34
C: -2.43 0.47 -0.63
S: -0.87 1.05 -1.23
C: -0.22 2.00 0.20
C: 1.29 2.07 0.13
O: 1.89 3.12 0.14
N: 1.85 0.83 0.08
C: 3.19 0.48 -0.01
C: 4.20 1.44 -0.08
C: 5.53 1.06 -0.18
C: 5.88 -0.29 -0.20
C: 4.89 -1.25 -0.13
C: 3.54 -0.89 -0.03
C: 2.53 -1.95 0.05
O: 1.33 -1.77 0.19
O: 3.03 -3.19 -0.02
C: -2.94 -0.69 -1.20
C: -4.17 -1.17 -0.80
H: -6.95 -1.02 -0.23
H: -6.15 -2.10 0.91
H: -6.66 -0.49 1.43
H: -4.96 1.17 1.50
H: -2.81 2.06 0.78
H: -0.53 1.48 1.10
H: -0.62 3.02 0.18
H: 1.22 0.03 0.09
H: 3.93 2.48 -0.07
H: 6.29 1.82 -0.24
H: 6.91 -0.58 -0.28
H: 5.15 -2.29 -0.14
H: 2.30 -3.83 0.03
H: -2.36 -1.20 -1.95
H: -4.56 -2.08 -1.25

The calculation puts the frontier orbital gap at 0.3070 Eh. Its molecular weight is 301.4 Da. For the lowest unoccupied orbital energy, the calculation gives 0.2 eV. For the total energy, the calculation gives -1297.4247 hartree. As for the HOMO energy: -8.14 eV.

Mulliken population analysis, charges in e, atoms 1 to 8:
1 C -1.387
2 C 0.763
3 C -0.706
4 C -0.313
5 C 0.611
6 S -0.125
7 C -0.795
8 C 0.487